The following is a DFT calculation (the ωB97M-V functional and the def2-TZVPD basis) of 2 unconnected molecules or ions with the total composition C6H5N2.

The geometry in XYZ format:
```
13
Properties=species:S:1:pos:R:3:nbo_charge:R:1
N 2.46497 0.39182 0.07804 -0.353
N -1.71273 1.35782 0.05422 -0.325
C -0.29136 -0.85011 -0.12822 -0.161
C 3.59027 0.19401 0.04679 0.216
C -2.33540 0.33493 0.39917 0.485
C -1.84847 -0.97318 0.16637 -0.570
C -0.44637 1.58019 -0.27626 0.090
C 0.21440 0.36434 -0.10518 0.183
H 4.63042 -0.01709 0.10100 0.261
H -2.43998 -1.41452 -0.54864 0.299
H 0.08699 2.39046 -0.70145 0.263
H -2.03146 -1.49623 1.15965 0.320
H 0.11871 -1.86245 -0.24548 0.290
```

Results
HOMO energy (spin up / spin down), eV: -13.272 / -13.021
Charge: +1
Calculated total energy, eV: -9268.260
Spin multiplicity: 1
Strongest force on any atom, eV/Å: 3.70
Kohn-Sham gap (spin up / spin down), eV: 6.8 / 6.8
Energy relative to the best compared isomer or geometry (same formula, charge and spin), kJ/mol: 596.07